No. 1
{"formula": "C4H10OSSi", "method": "ωB97M-V/def2-TZVPD", "symbols": ["H", "O", "S", "H", "C", "H", "C", "C", "H", "H", "H", "H", "C", "Si", "H", "H", "H"], "coordinates": [[-2.387, -1.836, 1.028], [-1.210, 0.174, -1.058], [1.660, -1.551, -0.453], [1.325, 0.260, 1.189], [-2.725, -1.186, 0.305], [-3.852, -1.112, 0.525], [1.581, 0.199, 0.176], [2.865, 0.944, -0.035], [-3.056, 0.750, -0.434], [-1.655, 0.710, 0.853], [3.594, 0.414, 0.681], [0.630, 0.175, -2.674], [-2.199, 0.164, 0.067], [0.454, -0.014, -1.294], [-2.668, -1.661, -0.645], [2.947, 1.906, 0.457], [3.197, 1.057, -1.027]], "forces_ev_per_angstrom": [[1.6, -1.0, 1.7], [1.0, -0.6, -0.1], [-0.4, -0.1, -0.2], [-1.1, 0.0, 1.2], [-3.5, 0.4, -0.6], [1.5, 0.0, -0.3], [0.4, 0.8, -2.4], [1.6, -0.8, 3.4], [1.4, -0.4, 1.3], [-0.9, -0.3, 0.1], [-0.2, 0.3, -1.7], [0.4, 0.6, -1.2], [1.1, 2.3, -2.2], [-2.4, -0.8, 3.1], [0.0, -0.7, -0.8], [-0.9, 0.7, -0.2], [0.6, -0.3, -1.2]], "nbo_charge": [0.218, -0.932, -0.271, 0.232, -0.647, 0.208, -0.724, -0.627, 0.193, 0.192, 0.203, -0.174, -0.042, 1.511, 0.233, 0.215, 0.211], "e_lumo_ha": 0.032, "charge": 0, "smiles": "CCO[Si@@H]1S[C@H]1C", "homo_energy_ha": -0.328, "e_tot_ev": -25070.1645, "de_lowest_kj_mol": 107.1, "orbital_gap_ev": 9.789, "largest_force_ev_per_a": 4.0}

No. 2
{"formula": "C4H10OSi", "method": "ωB97M-V/def2-TZVPD", "symbols": ["O", "Si", "H", "C", "H", "H", "C", "H", "H", "H", "H", "H", "H", "C", "C", "H"], "coordinates": [[-2.623, 0.423, -0.687], [-2.032, -0.627, 0.343], [-2.120, 1.219, -0.913], [1.151, -1.956, -0.210], [0.751, -2.392, -1.135], [-0.215, 1.954, 0.794], [0.721, 1.957, 0.152], [1.375, 2.663, 0.579], [-1.807, 0.174, 1.559], [0.546, -2.497, 0.560], [-2.682, -1.909, 0.287], [0.545, 2.244, -0.861], [2.300, 0.587, -0.115], [0.621, -0.564, -0.026], [1.262, 0.551, -0.030], [2.207, -1.826, -0.297]], "forces_ev_per_angstrom": [[-0.7, 1.8, -2.2], [0.5, -1.3, 1.4], [-0.3, -0.4, 0.2], [-3.7, 0.7, -0.1], [0.2, 0.2, -0.1], [0.9, 0.1, -1.0], [-2.1, -1.5, 0.5], [1.1, 0.6, 0.6], [0.0, -0.4, 0.6], [1.7, -0.4, 0.0], [-1.2, -0.4, 0.3], [-0.7, 0.9, -0.7], [2.1, -0.4, -0.4], [2.3, -0.7, -1.0], [-1.1, 2.0, 1.2], [0.8, -0.7, 0.7]], "nbo_charge": [-1.099, 1.037, 0.509, -0.733, 0.225, 0.211, -0.635, 0.219, -0.217, 0.237, -0.204, 0.214, 0.198, 0.151, -0.355, 0.241], "e_lumo_ha": [0.032, -0.054], "charge": 0, "s_squared": 2.01, "homo_energy_ha": [-0.185, -0.346], "e_tot_ev": -14229.6222, "de_lowest_kj_mol": 234.9, "spin_multiplicity": 3, "orbital_gap_ev": [5.893, 7.938], "largest_force_ev_per_a": 3.7}

No. 3
{"formula": "C4H10P2", "method": "ωB97M-V/def2-TZVPD", "symbols": ["H", "H", "H", "H", "H", "C", "H", "P", "H", "C", "H", "C", "C", "P", "H", "H"], "coordinates": [[-0.039, -1.461, 1.945], [2.141, 0.758, 1.203], [-1.340, -0.471, 1.804], [-2.805, -0.233, -0.268], [-1.583, 0.948, -0.827], [-2.002, -0.057, -0.933], [0.152, 0.238, 1.649], [-0.567, -1.159, -0.489], [0.483, 1.066, -0.568], [-0.449, -0.635, 1.296], [3.516, -0.462, 1.369], [2.770, 0.015, 0.640], [0.709, 0.097, -1.116], [2.443, -0.565, -0.826], [-2.378, -0.097, -1.965], [0.703, 0.194, -2.225]], "forces_ev_per_angstrom": [[0.0, 0.5, -0.9], [0.6, -0.8, -0.8], [-2.4, 0.3, 0.3], [-0.9, -0.1, 0.7], [-0.6, 0.1, 0.3], [1.0, 0.5, -0.9], [-0.2, -0.4, -1.1], [0.3, 1.2, 0.0], [0.5, -1.0, -0.9], [2.3, -0.9, 1.3], [-0.5, 0.9, -1.6], [0.5, 0.4, 4.0], [0.7, 0.3, -0.2], [-0.9, -0.6, -1.0], [0.3, -0.5, 0.2], [-0.7, 0.2, 0.7]], "nbo_charge": [0.237, 0.209, 0.231, 0.226, 0.215, -0.915, 0.227, 0.799, 0.233, -0.965, 0.235, -0.912, -1.035, 0.739, 0.233, 0.242], "e_lumo_ha": 0.017, "charge": 0, "smiles": "C=PCP(C)C", "homo_energy_ha": -0.333, "e_tot_ev": -22885.7147, "de_lowest_kj_mol": 0.1, "orbital_gap_ev": 9.536, "largest_force_ev_per_a": 4.0}